# 1
67
Properties=species:S:1:pos:R:3 method="wB97M-V/def2-TZVPD" largest_force_ha_per_bohr=0.073 homo_lumo_gap_ev=8.09 total_charge=+1 homo_ev=-10.5
O -3.79971 1.52811 1.42987
O -3.84697 -0.52170 -2.59703
O 4.93608 -1.37880 -2.24489
O -2.58805 -3.19123 3.67414
O -1.09722 -0.37596 0.77954
O 6.18700 0.84780 -0.46407
C -3.90353 1.36950 0.22117
C -3.92520 0.36242 -1.75636
C 4.30386 -0.43122 -2.69274
C -2.92268 -2.51576 2.72146
C -2.10067 -0.98283 1.12054
C 5.13476 1.35611 -0.11434
C 1.73349 -3.58622 2.08383
C -4.52105 3.75422 -0.64307
C -4.83273 4.47686 -1.80405
C -4.57326 2.47905 -3.14961
C -4.24129 2.38919 -0.75409
C -4.26154 1.75854 -1.99155
C -4.86426 3.84189 -3.05033
N 2.64234 -4.41591 1.65039
N -1.92852 -1.70270 2.26803
N -5.18143 4.56822 -4.18232
N 5.17159 2.45506 0.64515
N 2.01135 -2.33609 2.41319
N -3.73465 0.15361 -0.40861
N 3.65064 0.47485 -1.94801
N 0.51458 -4.03705 2.19470
C 4.17316 -0.27107 -4.19084
C 4.05580 3.24816 1.16822
C -4.15398 -2.85120 1.88622
C 3.34622 -1.71461 2.55310
C -3.35998 -1.11489 0.22904
C -4.56360 -1.64199 1.03481
C 3.44547 -0.36668 1.82647
C 3.47080 -0.56367 0.30406
C 3.77816 0.72298 -0.49221
H -4.50090 4.24185 0.32943
H -5.05069 5.53726 -1.73201
H -4.58492 1.97617 -4.11163
H 3.57862 -4.07835 1.50970
H 2.40652 -5.35770 1.40101
H -1.39820 -1.23168 2.98824
H -5.39524 4.06012 -5.03913
H -5.59001 5.49345 -4.06031
H 6.10775 2.78112 0.83584
H 1.22373 -1.74736 2.62511
H 3.12887 1.15580 -2.47664
H 0.31081 -4.99306 1.97273
H -0.21539 -3.46138 2.58580
H 3.12228 -0.21438 -4.46604
H 4.69265 0.63351 -4.50261
H 4.62928 -1.13234 -4.67827
H 3.40481 2.63488 1.79334
H 3.47662 3.67206 0.34506
H 4.44379 4.06922 1.77484
H -3.92829 -3.70612 1.24273
H -4.97601 -3.13296 2.55143
H 4.13599 -2.37041 2.18366
H 3.53433 -1.54106 3.61471
H -3.11170 -1.85215 -0.54213
H -4.94598 -0.85737 1.69723
H -5.37466 -1.91870 0.35184
H 2.60580 0.27222 2.10467
H 4.37079 0.11162 2.14786
H 2.50678 -0.96051 -0.02016
H 4.23685 -1.30737 0.08723
H 3.00075 1.43660 -0.23331


# 2
57
Properties=species:S:1:pos:R:3 method="wB97M-V/def2-TZVPD" largest_force_ha_per_bohr=0.022 homo_lumo_gap_ev=9.45 smiles="Cc1ccc(S(=O)(=O)N2CCC(=O)N(CCOCc3cccc(C(F)(F)F)c3)CC2)cc1" homo_ev=-9.0
C 4.14316 -3.64319 4.75063
C 3.00767 -3.35285 3.81973
C 1.69866 -3.65719 4.17789
C 0.65216 -3.40728 3.30655
C 0.92014 -2.84958 2.07216
S -0.40333 -2.51941 0.92080
O -1.64974 -2.95813 1.49248
O -0.05188 -3.03209 -0.37072
N -0.31084 -0.84154 0.80404
C -0.62337 -0.13573 2.02622
C -2.11220 -0.06305 2.39184
C -2.84499 1.02718 1.62970
O -3.30849 1.99443 2.20153
N -2.95747 0.85589 0.28856
C -3.50172 1.93789 -0.50031
C -2.46624 2.57949 -1.42831
O -1.36965 3.01495 -0.65501
C -0.39553 3.73329 -1.38266
C 0.39986 2.83026 -2.29526
C 1.38871 2.00442 -1.76943
C 2.06589 1.10837 -2.57670
C 1.76824 1.02062 -3.92625
C 0.78858 1.84737 -4.45426
C 0.41900 1.78567 -5.90898
F 1.19873 0.96860 -6.62613
F 0.48353 2.99276 -6.50090
F -0.84727 1.35768 -6.08605
C 0.10233 2.74631 -3.64703
C -2.41716 -0.29073 -0.40873
C -0.88186 -0.30735 -0.41188
C 2.21258 -2.54183 1.69186
C 3.25234 -2.79347 2.56741
H 3.79537 -3.72778 5.77668
H 4.89926 -2.86363 4.69421
H 4.61468 -4.58609 4.47336
H 1.49757 -4.09385 5.14489
H -0.36984 -3.63876 3.56244
H -0.08288 -0.65739 2.82073
H -0.21717 0.87774 1.94010
H -2.57112 -1.03908 2.23059
H -2.19927 0.19041 3.44978
H -3.85562 2.68384 0.21518
H -4.34135 1.57835 -1.10424
H -2.13414 1.86323 -2.19548
H -2.93312 3.43521 -1.93959
H 0.25509 4.17591 -0.62417
H -0.87096 4.53725 -1.96267
H 1.62536 2.06890 -0.71766
H 2.82850 0.47215 -2.15597
H 2.28955 0.32292 -4.56260
H -0.65694 3.38036 -4.08164
H -2.78408 -0.25841 -1.43610
H -2.77479 -1.21999 0.04567
H -0.51728 -0.94655 -1.21742
H -0.50269 0.70869 -0.54514
H 2.37921 -2.11706 0.71521
H 4.26682 -2.55814 2.28101


# 3
11
Properties=species:S:1:pos:R:3 method="wB97M-V/def2-TZVPD" largest_force_ha_per_bohr=0.099 homo_lumo_gap_ev="11.42 / 6.91" total_charge=+1 multiplicity=3 homo_ev="-15.4 / -15.0"
C 1.47711 1.01903 0.30601
C 2.46671 0.11793 0.19521
C 0.83226 -1.02920 -0.23663
C -3.68197 0.13766 -0.03163
N 2.14703 -1.13264 -0.02397
N 0.43007 0.22906 -0.05125
O -4.73226 -0.07942 0.28617
O -2.56804 0.26494 -0.33945
H 1.58448 1.98575 0.62147
H 2.60352 -1.94377 -0.38631
H -0.55890 0.43066 -0.33962


# 4
86
Properties=species:S:1:pos:R:3 method="wB97M-V/def2-TZVPD" largest_force_ha_per_bohr=0.007 homo_lumo_gap_ev="5.34 / 5.66" total_charge=-2 multiplicity=2 homo_ev="-1.4 / -1.8"
Rb 0.96366 -1.61075 -0.36873
N -3.34025 -1.67209 1.36627
P -2.30525 -3.09693 0.64474
C -3.65619 -4.29324 0.98981
C -4.17963 -4.47986 2.26747
C -5.19098 -5.40644 2.49907
C -5.69547 -6.16265 1.45262
C -5.17237 -5.99104 0.17342
C -4.16460 -5.07078 -0.05407
C -1.10365 -3.09917 1.98537
C -0.58307 -2.10394 2.76918
C 0.74923 -2.20813 3.20538
C 1.59349 -3.23173 2.67677
C 1.11048 -4.24917 1.91897
C -0.35789 -4.36605 1.71868
C -3.28831 -0.40763 0.88426
C -4.38983 0.47078 1.04572
C -4.30482 1.75612 0.57463
C -3.14311 2.17343 -0.07235
C -2.12200 1.24681 -0.19543
N -2.16972 -0.00588 0.25979
H -4.23467 -1.89460 1.77700
H -3.77488 -3.90234 3.09230
H -5.57936 -5.54106 3.50255
H -6.48273 -6.88598 1.62941
H -5.55130 -6.58620 -0.64948
H -3.73743 -4.96005 -1.04378
H -1.15075 -1.19634 2.94589
H 1.18707 -1.41651 3.79973
H 2.66402 -3.14140 2.81804
H 1.77176 -4.96563 1.44568
H -0.76823 -5.16516 2.37259
H -5.28624 0.11258 1.53925
H -5.14061 2.43683 0.70076
H -3.02245 3.17839 -0.44961
H -1.19574 1.54560 -0.67956
C 3.30685 -0.12243 -2.40320
O 2.30012 0.66257 -1.78076
Si 2.13353 2.28763 -2.20898
C 3.89394 2.88972 -2.60335
C 1.31657 2.26317 -3.92338
C 1.28244 3.19780 -0.93313
Si 1.81061 2.84076 0.75659
C 0.73528 1.55795 1.66342
C 3.59231 2.19603 0.88734
C 1.81838 4.31395 1.96037
Si 0.20720 4.55119 -1.41899
C -0.69516 5.43009 0.00418
C 1.09000 5.98504 -2.32301
C -1.19010 4.11725 -2.64511
H 4.30453 0.18530 -2.07593
H 3.26200 -0.02701 -3.49565
H 3.17030 -1.17342 -2.14836
H 4.36216 2.36331 -3.43879
H 4.54551 2.80180 -1.73035
H 3.83162 3.95152 -2.86224
H 1.87834 1.61188 -4.59937
H 1.29078 3.25973 -4.37272
H 0.29192 1.89187 -3.86534
H 0.21765 0.90818 0.95464
H -0.05301 2.06117 2.23400
H 1.30161 0.93603 2.36300
H 3.75637 1.30168 0.28327
H 3.83433 1.94630 1.92478
H 4.29526 2.96633 0.55366
H 0.80951 4.63824 2.21714
H 2.36398 5.17502 1.56434
H 2.31054 3.99697 2.88618
H 0.00847 5.96084 0.64737
H -1.25401 4.72758 0.62519
H -1.40269 6.16231 -0.39688
H 1.83854 6.45460 -1.67880
H 0.39125 6.75857 -2.66076
H 1.61307 5.59827 -3.20350
H -1.70658 3.19151 -2.38539
H -0.80070 3.99807 -3.65677
H -1.92974 4.92535 -2.67005
S -0.48128 -5.76284 -0.71988
C -1.03295 -4.72545 0.38869
C 4.45028 -4.54250 -0.55837
C 3.53265 -3.31607 -0.65935
O 2.71472 -3.30507 -1.61523
O 3.67458 -2.41906 0.20406
H 3.98872 -5.40440 -1.03824
H 4.68392 -4.76047 0.48386
H 5.38818 -4.31664 -1.07252


# 5
50
Properties=species:S:1:pos:R:3 method="wB97M-V/def2-TZVPD" largest_force_ha_per_bohr=0.014 homo_lumo_gap_ev=8.93 smiles="CCC[C@]12CN3C[C@](CCC)(CN(C1)[C@H]3c1ccccn1)C2=O" homo_ev=-8.2
C -3.57436 1.08603 1.06859
C -3.50236 0.60237 -0.37498
C -2.55879 -0.57840 -0.60652
C -1.04539 -0.34416 -0.49117
C -0.51815 -0.49176 0.95573
N 0.91579 -0.29220 1.02319
C 1.58421 -1.31478 0.24506
C 1.19109 -1.22964 -1.24710
C 1.93768 -2.22878 -2.14047
C 2.14036 -3.63641 -1.57316
C 0.84402 -4.39724 -1.32546
C 1.51138 0.22667 -1.70555
N 0.84844 1.20030 -0.86979
C -0.58750 1.06061 -0.97461
C 1.30250 1.01950 0.51061
C 0.90608 2.16449 1.41553
C 1.91136 2.96357 1.95747
C 1.56773 4.02104 2.78107
C 0.22772 4.25498 3.04445
C -0.69939 3.40779 2.46298
N -0.37386 2.39717 1.67533
C -0.31166 -1.32505 -1.38688
O -0.86231 -2.02047 -2.21188
H -2.64652 1.56035 1.37118
H -3.77615 0.25283 1.73872
H -4.37868 1.81160 1.17653
H -3.23133 1.43367 -1.02724
H -4.50012 0.27102 -0.67606
H -2.82768 -1.38331 0.08334
H -2.74035 -0.95380 -1.61767
H -0.99186 0.24684 1.59904
H -0.74323 -1.49071 1.34061
H 1.31057 -2.28486 0.66303
H 2.66681 -1.18841 0.34721
H 1.38028 -2.30982 -3.07670
H 2.92328 -1.81377 -2.37083
H 2.72413 -3.58755 -0.65115
H 2.73554 -4.19402 -2.30115
H 0.26193 -3.94288 -0.52753
H 0.23019 -4.39898 -2.22185
H 1.06024 -5.42651 -1.04569
H 1.18706 0.36768 -2.74008
H 2.59151 0.39722 -1.65847
H -1.04506 1.82873 -0.35294
H -0.87679 1.21496 -2.01758
H 2.40002 1.02554 0.47662
H 2.94755 2.75972 1.73589
H 2.33277 4.65213 3.20970
H -0.08771 5.06761 3.67957
H -1.76099 3.53908 2.63105


# 6
8
Properties=species:S:1:pos:R:3 method="wB97M-V/def2-TZVPD" largest_force_ha_per_bohr=0.076 homo_lumo_gap_ev=11.20 smiles="O=[NH+][O-].C#[N+][O-]" homo_ev=-10.5
O 2.94020 -0.75319 0.42138
N 1.85688 -0.25567 0.23800
O 1.54532 0.57071 -0.57195
H 0.99239 -0.55223 0.95384
C -2.26600 0.17234 -0.71793
N -1.41023 0.41824 0.03542
O -0.55861 0.58309 0.83088
H -3.09996 -0.18331 -1.18963


# 7
64
Properties=species:S:1:pos:R:3 method="wB97M-V/def2-TZVPD" largest_force_ha_per_bohr=0.010 homo_lumo_gap_ev="6.75 / 6.68" total_charge=+1 multiplicity=2 homo_ev="-9.4 / -9.6"
Ru -0.50014 -0.09094 -0.07478
C 0.08181 2.56594 -3.64504
C 1.44896 2.78871 -3.57788
C 2.16991 2.12105 -2.60995
C 1.52695 1.25234 -1.73570
N 0.17937 1.07196 -1.76148
C -0.49243 1.71506 -2.72532
C 2.25645 0.45955 -0.73907
C 3.60255 0.34455 -0.65927
C 4.14571 -0.44169 0.42278
C 3.36488 -1.21597 1.18968
C 1.90446 -1.38363 0.83530
N 1.42028 -0.18719 0.13060
C 0.96292 -1.60250 2.00355
C 1.36556 -2.23725 3.16487
C 0.43585 -2.56002 4.13638
C -0.89155 -2.24974 3.89524
C -1.20952 -1.59831 2.72083
N -0.32090 -1.24212 1.78680
H -0.53868 3.04714 -4.38729
H 1.93802 3.46598 -4.26461
H 3.23635 2.26154 -2.51835
H -1.55954 1.55638 -2.75430
H 4.26302 0.84905 -1.34753
H 5.20770 -0.38391 0.62649
H 3.79293 -1.78096 2.00679
H 2.40495 -2.49544 3.29875
H 0.73624 -3.05892 5.04778
H -1.67482 -2.49819 4.59686
H -2.24506 -1.36536 2.52414
C -1.49657 2.76178 0.20940
N -1.90889 1.40510 0.62751
C -1.98474 1.45708 2.10161
C -3.25695 1.10976 0.07105
C -3.46935 -0.38668 0.02817
N -2.37874 -1.00974 -0.75563
C -2.29355 -2.45556 -0.46671
C -2.67679 -0.88933 -2.19302
H -2.15859 3.50946 0.65664
H -1.54040 2.86198 -0.86754
H -0.47613 2.93957 0.54335
H -2.63879 2.27672 2.41414
H -0.98550 1.61581 2.50164
H -2.37866 0.53449 2.50332
H -3.30450 1.52640 -0.93517
H -4.03502 1.60303 0.66226
H -4.45144 -0.63687 -0.38852
H -3.43650 -0.79283 1.03778
H -3.19915 -2.97071 -0.80459
H -2.16528 -2.62174 0.59754
H -1.42528 -2.86703 -0.97955
H -3.62389 -1.38535 -2.42902
H -1.87632 -1.35685 -2.76293
H -2.75445 0.14953 -2.49017
C 1.96326 -4.85952 0.59232
O 1.12525 -3.70034 0.44645
C 1.70203 -2.58562 -0.07969
C 2.32425 -2.66542 -1.42972
H 3.00960 -4.57008 0.69879
H 1.85559 -5.52211 -0.26715
H 1.63530 -5.37831 1.49076
H 3.34564 -2.27726 -1.43154
H 1.76058 -2.08111 -2.16542
H 2.34397 -3.69927 -1.77423


# 8
25
Properties=species:S:1:pos:R:3 method="wB97M-V/def2-TZVPD" largest_force_ha_per_bohr=0.067 homo_lumo_gap_ev=9.18 smiles=Cc1ccc(O)cc1.CCO homo_ev=-8.6
C -1.81144 -2.84170 -0.50835
C -0.70934 -1.80140 -0.78024
C 0.46815 -2.35985 -1.20097
C 1.47692 -1.49331 -1.77346
C 1.26650 -0.15428 -1.78960
O 2.12448 0.61095 -2.56521
C 0.09013 0.37662 -1.26632
C -0.89567 -0.41863 -0.70307
H -1.49633 -3.80294 -0.13165
H -2.19900 -3.06921 -1.50456
H -2.62917 -2.41639 0.07834
H 0.53196 -3.43038 -1.28674
H 2.36900 -1.99706 -2.16676
H 1.97225 1.49705 -2.21143
H -0.23942 1.42014 -1.18954
H -1.74283 -0.03595 -0.14400
C -0.72912 2.06722 2.57247
C 0.70592 2.07762 2.04258
O 0.76137 3.22617 1.20562
H -0.79068 1.07788 3.04039
H -1.53744 2.18557 1.83590
H -0.89365 2.86979 3.28212
H 1.42407 2.02194 2.88265
H 0.86600 1.13014 1.51410
H 1.61735 3.26003 0.76775


# 9
46
Properties=species:S:1:pos:R:3 method="wB97M-V/def2-TZVPD" largest_force_ha_per_bohr=0.103 homo_lumo_gap_ev=10.91 smiles="CCOP(=O)(OCC)OCC.O=C1OCCO1.O=C1OCCO1" homo_ev=-10.4
C -1.57590 -4.66564 -1.95752
C -0.56871 -3.89000 -2.85540
O 0.14696 -3.22058 -1.87474
P 0.96817 -1.81506 -2.14665
O 1.58858 -1.64720 -3.51447
O -0.12625 -0.65451 -1.88276
C -1.15047 -0.26560 -2.75013
C -1.09352 1.21449 -2.87064
O 1.96886 -1.85472 -0.91189
C 2.59147 -0.64968 -0.52930
C 3.94909 -0.48619 -1.17173
H -2.26545 -5.39239 -2.38702
H -0.97076 -5.15843 -1.19657
H -2.03498 -3.90351 -1.32783
H 0.23827 -4.35157 -3.42447
H -1.16909 -3.44255 -3.64751
H -0.96366 -0.74144 -3.71282
H -2.11715 -0.62394 -2.39628
H -2.04959 1.69290 -3.08316
H -0.66030 1.74342 -2.02173
H -0.36128 1.39694 -3.65717
H 1.97830 0.24715 -0.44091
H 2.85944 -0.81718 0.51388
H 4.58313 0.24346 -0.66802
H 4.54780 -1.39669 -1.19695
H 3.79313 -0.25001 -2.22434
O -1.35771 3.31129 2.06596
C -0.75715 3.98759 2.94634
O -1.11419 5.16149 3.40659
C -0.08338 5.90143 3.99235
C 0.62532 4.66391 4.63306
O 0.32763 3.60820 3.71080
H 0.37191 6.51918 3.21827
H -0.54487 6.40672 4.84077
H 0.30570 4.44131 5.65110
H 1.69914 4.79920 4.50382
O 1.11676 -1.99140 2.78950
C 0.09571 -1.57232 2.21510
O -0.34746 -0.22105 2.09871
C -1.42247 -0.06129 1.08454
C -1.90581 -1.45938 1.14150
O -0.76831 -2.24313 1.57874
H -2.20621 0.61151 1.43267
H -1.18872 0.12600 0.03650
H -2.22223 -1.75120 0.14009
H -2.72959 -1.54941 1.84958


# 10
56
Properties=species:S:1:pos:R:3 method="wB97M-V/def2-TZVPD" largest_force_ha_per_bohr=0.068 homo_lumo_gap_ev="7.37 / 5.64" total_charge=+2 multiplicity=4 homo_ev="-15.0 / -15.1"
P 0.21408 -1.60950 -2.96009
P 0.13611 1.48240 -2.85691
C -0.14749 -0.71986 -4.57692
C 0.38819 0.70263 -4.54813
H -1.23670 -0.74741 -4.74469
H 0.34874 -1.28165 -5.37803
H 1.46443 0.74447 -4.78424
H -0.15788 1.31515 -5.27641
C -1.45787 2.29833 -3.31755
H -1.70090 3.03768 -2.54270
H -2.24963 1.53964 -3.37916
H -1.34526 2.79861 -4.29017
C 1.23464 2.91288 -3.21431
H 0.95436 3.37842 -4.16951
H 2.26841 2.54534 -3.26619
H 1.12996 3.63500 -2.39452
C -0.89031 -3.02886 -3.33836
H -0.71714 -3.80264 -2.58006
H -0.67470 -3.42427 -4.34055
H -1.92943 -2.67689 -3.28918
C 1.77993 -2.37146 -3.58287
H 2.55650 -1.59788 -3.65023
H 1.60304 -2.81026 -4.57557
H 2.08348 -3.15473 -2.87543
Re 0.09712 -0.29462 3.18423
C 0.81318 1.23406 1.92661
C -0.63172 1.19972 1.91773
C -1.42459 0.57610 0.77396
C -1.73233 -0.91627 0.93046
C -0.81087 -1.64694 1.88829
C 0.64153 -1.64549 1.71673
C 1.31861 -0.91026 0.56429
C 1.64209 0.56965 0.84320
C 0.17653 -1.62180 4.78219
H 1.28940 2.09985 2.40311
H -1.16195 1.99487 2.43862
H -0.96461 0.79539 -0.20624
H -2.39209 1.10006 0.75543
H -2.75456 -1.00313 1.33787
H -1.77093 -1.41787 -0.05516
H -1.25398 -2.54698 2.34144
H 1.19554 -2.52326 2.07830
H 0.76013 -1.02734 -0.38698
H 2.28001 -1.42385 0.40090
H 2.69851 0.61708 1.16220
H 1.60226 1.15550 -0.09397
H 0.94911 -1.30868 5.49860
H 0.40710 -2.63354 4.42781
H -0.78109 -1.63146 5.32073
C -0.96797 1.81129 6.90196
O -0.77052 0.85836 5.81564
C 0.13095 1.18561 4.84888
O 0.90708 2.11889 4.85927
H -0.14769 2.51077 7.03426
H -1.09218 1.20376 7.80538
H -1.90662 2.35539 6.71599